The following is a DFT calculation (ωB97M-V/def2-TZVPD) of a cluster of 15 separate species, C38H102F6N2O17S2 in total.

Output
**HOMO level**: -9.0 eV
**DFT total energy**: -116813.94913 eV
**E_LUMO**: -2.17 eV
**ΔE to the lowest compared entry with this formula, charge and spin**: 199.9 kcal/mol

```
167
Properties=species:S:1:pos:R:3:mulliken_charge:R:1
N -1.219 -2.405 -5.299 -0.4311
H -1.802 -3.192 -5.052 0.3999
H -0.877 -2.074 -4.408 0.2691
H -1.766 -1.693 -5.761 0.3596
H -0.487 -2.756 -5.899 0.3894
C -0.804 -2.504 0.924 0.6664
F -1.530 -2.563 2.024 -0.2020
F 0.470 -2.478 1.231 -0.2140
F -1.061 -3.551 0.160 -0.2250
S -1.254 -0.853 -0.106 0.8496
O -2.450 -1.165 -0.913 -0.6650
O -1.540 0.186 0.880 -0.5487
N 0.088 -0.713 -1.203 -0.2335
S 0.627 0.637 -0.710 0.9436
O -0.185 1.794 -1.056 -0.6261
O 1.155 0.644 0.668 -0.6099
C 2.327 0.735 -1.761 0.5132
F 3.125 -0.165 -1.191 -0.2032
F 2.172 0.479 -3.088 -0.2277
F 2.792 1.991 -1.584 -0.2056
O 2.352 -3.760 -2.535 -0.6212
H 1.694 -3.108 -2.294 0.3005
H 2.936 -3.301 -3.137 0.3146
C -2.598 6.002 6.417 -1.1091
C -1.743 5.609 5.161 0.2926
C -2.491 5.364 3.834 -1.1181
O -0.932 6.726 4.976 -0.5327
H -1.989 6.032 7.320 0.2921
H -3.463 5.353 6.550 0.3153
H -3.033 6.994 6.297 0.3176
H -1.171 4.697 5.329 0.2802
H -1.842 5.109 2.997 0.3068
H -3.003 6.287 3.560 0.2905
H -3.286 4.619 3.880 0.3072
H -1.556 7.442 4.835 0.3582
C 8.921 -5.967 3.670 -1.4315
C 7.622 -6.106 2.962 0.6011
C 6.915 -4.719 2.857 -1.2248
O 7.970 -6.607 1.651 -0.5548
H 9.570 -6.840 3.590 0.3410
H 8.792 -5.668 4.710 0.3782
H 9.511 -5.160 3.236 0.3295
H 7.080 -6.884 3.498 0.2305
H 7.265 -4.115 2.019 0.3413
H 6.819 -4.092 3.743 0.3457
H 5.865 -4.844 2.593 0.3460
H 7.126 -6.800 1.237 0.2984
C 1.116 -0.388 6.965 -1.2479
C 2.259 -1.316 7.006 0.2429
C 3.518 -0.582 7.499 -1.1186
O 2.009 -2.316 7.999 -0.5467
H 1.402 0.509 6.415 0.3440
H 0.870 0.041 7.936 0.3772
H 0.237 -0.874 6.542 0.3185
H 2.448 -1.832 6.066 0.3467
H 3.780 0.203 6.788 0.3592
H 4.338 -1.280 7.668 0.2993
H 3.187 -0.153 8.444 0.2734
H 1.655 -1.847 8.758 0.3534
C -0.261 2.906 -8.335 -1.2823
C -1.558 2.731 -7.519 0.2968
C -2.572 3.927 -7.702 -1.1538
O -2.153 1.445 -7.928 -0.5360
H 0.442 3.578 -7.842 0.4056
H -0.403 3.275 -9.351 0.3262
H 0.282 1.961 -8.340 0.3436
H -1.182 2.736 -6.495 0.3048
H -3.422 3.960 -7.022 0.3138
H -3.099 3.914 -8.656 0.3117
H -1.987 4.836 -7.561 0.3250
H -2.253 1.587 -8.872 0.3480
C -7.432 -1.442 3.944 -1.3561
C -6.969 -1.166 5.353 0.5964
C -6.984 0.313 5.607 -1.3132
O -7.905 -1.813 6.205 -0.5620
H -7.667 -2.463 3.646 0.3314
H -6.651 -1.029 3.306 0.3677
H -8.242 -0.795 3.607 0.3291
H -6.016 -1.659 5.541 0.2669
H -8.028 0.621 5.555 0.3558
H -6.514 0.935 4.847 0.3212
H -6.561 0.695 6.536 0.3487
H -7.486 -1.793 7.069 0.3154
C -9.127 4.593 -0.613 -1.1143
C -7.668 4.711 -0.998 0.2506
C -7.146 3.469 -1.745 -1.2602
O -7.508 5.761 -1.913 -0.5618
H -9.202 3.696 0.002 0.3111
H -9.684 4.399 -1.530 0.3567
H -9.394 5.424 0.039 0.2861
H -7.016 4.935 -0.154 0.3267
H -6.894 2.674 -1.044 0.3693
H -6.255 3.628 -2.353 0.3611
H -7.786 3.048 -2.521 0.3260
H -8.107 5.572 -2.640 0.3493
C 8.804 1.959 0.649 -1.3477
C 9.846 1.548 -0.412 0.4455
C 10.586 2.733 -1.048 -1.1263
O 10.765 0.688 0.176 -0.5275
H 8.116 2.783 0.461 0.3445
H 9.215 2.258 1.614 0.3672
H 8.176 1.121 0.952 0.3577
H 9.230 1.059 -1.166 0.2544
H 10.990 3.245 -0.174 0.2487
H 9.904 3.461 -1.488 0.3316
H 11.426 2.452 -1.683 0.3047
H 10.842 1.014 1.075 0.3475
C 1.759 -7.579 5.100 -1.0653
C 0.551 -7.588 6.069 0.3685
C -0.279 -8.896 5.940 -1.2705
O 1.162 -7.491 7.359 -0.5427
H 1.393 -7.416 4.086 0.3252
H 2.296 -8.527 5.103 0.2755
H 2.408 -6.756 5.400 0.3337
H -0.116 -6.742 5.903 0.2698
H -1.063 -8.961 6.694 0.3182
H 0.453 -9.696 6.051 0.3237
H -0.752 -8.999 4.964 0.3432
H 1.444 -6.575 7.304 0.3203
C -8.726 -3.352 -4.751 -1.2068
C -8.647 -3.984 -3.386 0.3354
C -9.915 -4.355 -2.796 -1.2768
O -8.068 -5.175 -3.587 -0.5546
H -9.180 -2.363 -4.816 0.3615
H -9.457 -3.913 -5.333 0.3357
H -7.733 -3.231 -5.183 0.2888
H -8.179 -3.391 -2.600 0.3199
H -9.776 -4.981 -1.915 0.3234
H -10.581 -4.955 -3.416 0.3230
H -10.513 -3.478 -2.547 0.3636
H -8.551 -5.602 -4.298 0.3870
C 3.820 -10.607 -2.764 -1.2247
C 3.198 -9.232 -2.434 0.4622
C 2.011 -9.430 -1.480 -1.2958
O 4.110 -8.414 -1.810 -0.5217
H 4.015 -11.255 -1.910 0.3223
H 4.753 -10.542 -3.324 0.3334
H 3.152 -11.103 -3.468 0.3606
H 2.732 -8.711 -3.270 0.2227
H 2.412 -10.019 -0.654 0.3113
H 1.239 -10.026 -1.966 0.3392
H 1.692 -8.450 -1.125 0.3868
H 3.604 -7.621 -1.619 0.3024
C -1.823 9.130 -3.494 -1.2373
C -1.866 8.311 -2.252 0.5887
C -0.523 8.083 -1.566 -1.3166
O -2.871 8.863 -1.424 -0.5685
H -2.794 9.229 -3.980 0.2913
H -1.091 8.918 -4.272 0.3384
H -1.548 10.146 -3.208 0.3262
H -2.280 7.315 -2.407 0.2696
H -0.602 7.657 -0.566 0.3125
H -0.019 9.040 -1.441 0.3236
H 0.148 7.444 -2.140 0.3346
H -3.652 8.362 -1.670 0.3380
C 4.462 7.354 -5.998 -1.3759
C 5.780 7.930 -5.492 0.6509
C 6.375 7.204 -4.298 -1.2099
O 6.671 8.127 -6.545 -0.5452
H 4.678 6.313 -6.237 0.3509
H 4.004 7.791 -6.885 0.3991
H 3.668 7.391 -5.253 0.3002
H 5.459 8.925 -5.184 0.1234
H 5.639 7.195 -3.494 0.3438
H 7.241 7.779 -3.967 0.3042
H 6.702 6.176 -4.454 0.3447
H 6.143 8.461 -7.273 0.3140
```